No. 1
162
Properties=species:S:1:pos:R:3 method="wB97M-V/def2-TZVPD" de_lowest_kj_mol=639.9 charge=-2 energy_ha=-18797.3813 gap_ev=8.2 lumo_ev=0.92
C -9.2603 -11.9324 5.4004
C -9.6316 -11.0494 4.1690
N -8.7281 -9.7301 3.9960
C -8.5528 -9.0572 5.3866
C -7.2862 -10.2078 3.5398
C -6.1420 -9.0623 3.2713
C -9.3590 -8.6475 3.0516
C -9.2723 -8.9218 1.5092
O -10.0206 -10.1569 1.2871
C -10.1678 -10.3968 -0.0978
H -8.2060 -12.2078 5.4266
H -9.7259 -12.9163 5.3438
H -9.5441 -11.4097 6.3139
H -10.6427 -10.6432 4.1427
H -9.4920 -11.6344 3.2599
H -7.8037 -9.5582 5.9998
H -9.5277 -9.0036 5.8712
H -8.1208 -8.0875 5.1392
H -7.5665 -10.6587 2.5878
H -6.9626 -11.0327 4.1746
H -5.1218 -9.3982 3.0855
H -6.1487 -8.3349 4.0831
H -6.4688 -8.4910 2.4024
H -8.7133 -7.7725 3.1260
H -10.3707 -8.3581 3.3359
H -8.2412 -8.9056 1.1561
H -9.7820 -8.1549 0.9259
H -9.2370 -10.1216 -0.5938
H -11.1475 -10.1326 -0.4956
H -10.0821 -11.4493 -0.3680
C 2.9490 7.7582 3.1307
C 3.2698 6.6738 4.2858
N 2.2955 6.8898 5.5009
C 2.6028 8.2357 6.1305
C 0.8415 6.8662 4.9867
C 0.3686 5.4545 4.5169
C 2.6747 5.7457 6.4863
C 2.0013 5.6765 7.7932
O 0.5707 5.5698 7.4327
C -0.2906 5.1723 8.5727
H 2.0888 7.3948 2.5684
H 3.6765 7.6620 2.3248
H 2.8680 8.7916 3.4676
H 4.2396 6.8222 4.7607
H 3.1419 5.6664 3.8897
H 1.9391 8.1785 6.9932
H 2.1964 9.0560 5.5389
H 3.6363 8.3300 6.4638
H 0.7495 7.7268 4.3241
H 0.1786 7.2763 5.7485
H -0.7131 5.3446 4.4394
H 0.6981 4.6257 5.1435
H 0.7307 5.4474 3.4888
H 3.7557 5.8297 6.5973
H 2.5306 4.9052 5.8074
H 2.0473 6.4871 8.5205
H 2.2884 4.7806 8.3437
H -0.0651 4.2039 9.0192
H -1.3555 5.1959 8.3414
H -0.0259 5.7856 9.4340
C -1.8283 -2.5217 -0.1995
C -1.1134 -2.0157 -1.5211
N -1.1920 -0.5061 -1.8188
C -0.8112 0.3017 -0.5656
C -0.2489 -0.0527 -2.9516
C 1.2559 0.1196 -2.6109
C -2.6398 -0.1933 -2.1695
C -3.4054 -0.8474 -3.3331
O -3.7282 -2.2121 -3.1376
C -5.0990 -2.4875 -2.5800
H -1.5878 -3.5637 0.0117
H -2.8969 -2.3131 -0.2515
H -1.3652 -1.9845 0.6281
H -1.5130 -2.5716 -2.3693
H -0.0288 -2.0760 -1.4306
H -1.6081 0.2136 0.1728
H -0.7213 1.3514 -0.8454
H 0.0933 -0.0449 -0.0658
H -0.4988 0.9085 -3.4007
H -0.4261 -0.7941 -3.7308
H 1.5051 0.8852 -1.8761
H 1.7611 0.3646 -3.5452
H 1.7517 -0.7727 -2.2287
H -2.6583 0.8684 -2.4157
H -3.2101 -0.2608 -1.2430
H -2.8259 -0.7475 -4.2509
H -4.2624 -0.2481 -3.6404
H -5.1663 -1.9687 -1.6238
H -5.2891 -3.5419 -2.3794
H -5.9548 -2.1010 -3.1334
C 10.6383 3.4495 -4.1418
C 9.7087 4.5915 -4.5818
N 8.8876 5.1880 -3.4026
C 7.7845 4.1833 -3.0683
C 9.6755 5.2339 -2.0838
C 10.9042 6.2689 -2.0754
C 8.2427 6.5740 -3.9196
C 6.9263 6.4708 -4.6984
O 5.9911 6.2354 -3.6625
C 4.6433 6.3181 -4.0316
H 11.4889 3.2222 -4.7843
H 9.9829 2.5786 -4.1352
H 11.1300 3.7104 -3.2046
H 8.9996 4.3032 -5.3579
H 10.3605 5.3379 -5.0358
H 7.2000 4.1024 -3.9847
H 7.3531 4.5641 -2.1426
H 8.1777 3.1699 -2.9874
H 9.8448 4.2516 -1.6426
H 8.8825 5.7132 -1.5098
H 11.3882 6.2649 -1.0987
H 10.5487 7.2640 -2.3428
H 11.7980 6.0402 -2.6557
H 8.9857 7.0696 -4.5446
H 8.0994 7.1956 -3.0358
H 6.9234 5.7309 -5.4988
H 6.6167 7.4434 -5.0810
H 4.3895 7.1909 -4.6333
H 4.0225 6.2828 -3.1364
H 4.3733 5.4619 -4.6498
As 6.7909 0.7838 3.3244
F 7.4454 2.4383 3.7784
F 8.1672 0.6644 2.1960
F 6.3563 -0.9304 2.8071
F 5.4278 0.8473 4.5247
F 5.6806 1.4471 2.1711
F 7.8059 0.0089 4.6329
As 6.6446 -1.2366 -7.7946
F 7.6671 -2.7068 -8.0161
F 5.9720 -1.4229 -9.4304
F 5.7226 0.2421 -7.5333
F 7.3833 -0.9960 -6.1391
F 7.9765 -0.2926 -8.4568
F 5.3008 -2.2214 -7.0850
As -3.8257 7.0263 -2.1816
F -2.7147 8.4099 -2.5826
F -2.4969 5.9851 -2.9008
F -4.8687 5.6160 -1.8064
F -4.9891 8.2016 -1.3939
F -4.7329 7.1677 -3.7293
F -2.9126 6.8633 -0.7064
As -7.4564 -1.8081 4.0729
F -7.9904 -2.9325 2.7275
F -6.0109 -2.8504 4.3617
F -7.0750 -0.6848 5.4268
F -8.8971 -0.7691 3.7127
F -8.4266 -2.8161 5.2329
F -6.5123 -0.7872 2.9020
As 2.5938 -8.2155 -1.2065
F 2.7276 -9.6162 -0.1986
F 3.0146 -9.2193 -2.6074
F 2.5216 -6.5589 -2.0753
F 2.2648 -7.2729 0.2767
F 4.3356 -7.9379 -0.8384
F 0.8174 -8.5250 -1.5392
As -3.4960 -0.6907 -11.2702
F -3.3558 0.9163 -11.9877
F -4.4150 -1.2230 -12.6807
F -3.7120 -2.2274 -10.4326
F -2.5034 0.0122 -9.9830
F -5.0697 -0.1044 -10.4411
F -1.9740 -1.3030 -11.9791



No. 2
48
Properties=species:S:1:pos:R:3 method="wB97M-V/def2-TZVPD" charge=-1 energy_ha=-2431.7642 gap_ev=4.5 lumo_ev=1.35
Sn -0.7835 -0.2222 -0.8075
B -3.3047 -2.0681 -1.2808
H -3.8286 -3.0084 -1.2058
H -2.2775 -2.2972 -1.5188
H -3.7145 -1.4505 -2.0650
H -3.3760 -1.5536 -0.3351
C -0.9866 -2.3970 3.8609
C -0.3483 -2.1371 5.0633
C 0.5695 -0.9342 5.2187
O 1.0619 -0.5847 6.3609
C 0.6894 0.0487 4.2681
C -0.0018 -0.1235 3.0226
C -0.8174 -1.4908 2.7441
O -1.3053 -1.7790 1.6125
O -0.0030 0.6087 2.0791
O -0.5870 -3.0092 5.9920
H -1.6402 -3.2551 3.8073
H 1.2462 0.9656 4.3931
C 2.4881 -3.3960 1.8062
S 2.6670 -2.3244 0.3231
O 1.2850 -1.7489 0.0489
C 3.5264 -0.9383 1.2674
H 1.8384 -2.8196 2.4648
H 3.4891 -3.6696 2.1397
H 1.8856 -4.2888 1.6389
H 4.5336 -1.0831 1.6582
H 2.9612 -0.7312 2.1761
H 3.4641 -0.0765 0.6030
C -4.2396 1.8713 -2.5197
S -2.6736 2.3147 -3.4178
O -1.4335 1.5141 -3.0390
C -3.1701 1.4850 -5.0082
H -4.1823 2.2897 -1.5148
H -4.2211 0.7993 -2.3234
H -5.1219 2.3114 -2.9845
H -4.1088 1.8682 -5.4082
H -3.3835 0.4271 -4.8551
H -2.4709 1.5222 -5.8436
C 1.7142 3.8325 -1.2829
S 2.4900 2.1836 -1.1351
O 1.4994 1.0907 -1.5611
C 3.8125 2.4021 -2.4614
H 0.8153 3.6493 -0.6943
H 1.4351 4.0968 -2.3028
H 2.2374 4.6890 -0.8575
H 4.7327 1.8543 -2.2586
H 4.1364 3.4426 -2.4372
H 3.4013 2.1201 -3.4307